Here is C25H34N4O3S in the gas phase at a distorted geometry from the Open Molecules 2025 dataset. Energies are from wB97M-V/def2-TZVPD.

Geometry as XYZ:
```
67
C25H34N4O3S (wB97M-V/def2-TZVPD)
S -2.43 -3.57 -0.83
O -1.06 -3.64 -1.26
O -3.42 -4.26 -1.60
O -1.41 2.14 -2.16
N -3.87 2.13 0.03
N -2.57 -4.12 0.77
N 2.57 0.34 -0.17
N 0.00 1.36 -0.58
C -1.21 1.41 -1.21
C -3.53 0.84 -0.23
C -4.46 -0.19 0.02
C 3.83 -0.32 -0.15
C -2.96 3.26 0.02
C 7.49 0.64 0.10
C 3.92 -1.71 -0.22
C -2.88 -1.86 -0.62
C -4.14 -1.52 -0.17
C 5.16 -2.32 -0.19
C 4.89 1.94 0.16
C -5.21 2.53 0.40
C 4.98 0.45 -0.01
C 1.14 2.03 -1.16
C -1.96 -0.88 -0.90
C -1.50 -3.60 1.59
C -5.17 4.05 0.39
C -2.25 0.46 -0.71
C 6.31 -1.56 -0.10
C 0.32 0.63 0.62
C 6.23 -0.17 -0.01
C -3.72 4.34 0.78
C 1.43 -0.39 0.34
C -2.75 -5.55 0.87
C 2.24 1.00 -1.42
H -1.47 -2.52 1.47
H 1.50 2.80 -0.46
H 8.36 0.00 -0.03
H 0.82 2.51 -2.08
H -5.95 2.14 -0.31
H 7.28 -2.04 -0.10
H 1.05 -1.14 -0.38
H 7.55 1.11 1.08
H -5.89 4.49 1.07
H 5.23 -3.40 -0.25
H 5.17 2.46 -0.76
H -4.86 -2.30 0.02
H -5.46 2.16 1.40
H -1.00 -1.18 -1.30
H -5.36 4.43 -0.62
H 0.68 1.34 1.37
H -3.40 5.34 0.51
H 3.04 -2.31 -0.32
H -2.75 3.58 -1.00
H -5.45 0.06 0.37
H 3.13 1.50 -1.81
H 7.51 1.42 -0.66
H -3.47 -5.83 0.11
H 1.71 -0.89 1.26
H -1.69 -3.84 2.63
H 3.87 2.22 0.43
H 5.56 2.27 0.95
H -3.14 -5.80 1.86
H 1.89 0.28 -2.17
H -3.60 4.21 1.86
H -1.81 -6.09 0.70
H -2.02 3.00 0.50
H -0.52 -4.01 1.29
H -0.57 0.13 1.00
```

## Properties
HOMO-LUMO gap: 8.56 eV
Total charge: 0
E_HOMO: -0.294 Ha
Spin multiplicity: 1
Energy above the lowest of the compared OMol25 structures with the same formula, charge and spin: 0.419 eV

Results of the Mulliken charge analysis, in e, for atoms 1 through 5:
1. S 1.46
2. O -0.68
3. O -0.76
4. O -0.71
5. N 0.13

Here is a molecular structure, C2HBrI4S at a distorted geometry from the Open Molecules 2025 dataset. Energies are from wB97M-V/def2-TZVPD.

Geometry as XYZ:
```
9
C2HBrI4S (wB97M-V/def2-TZVPD)
I -0.14 3.56 1.21
I 0.58 0.12 2.55
I -3.74 1.22 1.50
I -0.91 2.16 -1.90
Br 3.71 1.23 -0.28
S 2.60 -0.55 0.36
C -0.22 0.60 0.67
C -0.41 1.81 0.20
H -0.59 -0.38 0.04
```

## Properties
HOMO-LUMO gap (spin up / spin down): 6.52 / 5.71 eV
Total charge: 0
E_HOMO (spin up / spin down): -0.325 / -0.328 Ha
Spin multiplicity: 1
Energy above the lowest of the compared OMol25 structures with the same formula, charge and spin: 2.116 eV

Results of the Mulliken charge analysis, in e, for atoms 1 through 5:
1. I 0.22
2. I 0.19
3. I 0.05
4. I 0.11
5. Br 0.00

Here is a molecular structure, C15H16AsN3O10SSc at a distorted geometry from the Open Molecules 2025 dataset. Energies are from wB97M-V/def2-TZVPD.

Geometry as XYZ:
```
47
C15H16AsN3O10SSc (wB97M-V/def2-TZVPD)
As 0.52 0.47 -2.73
Sc 0.64 -0.55 0.28
S -1.48 -1.78 -1.03
O -1.56 -0.70 -0.02
O -2.22 -2.97 -0.77
O -0.02 -1.94 -1.28
O 1.80 -0.37 -3.29
O 0.44 2.04 -3.50
O 0.66 -1.75 1.85
O -1.69 3.84 5.47
O -2.25 1.81 6.31
O 0.62 0.92 -1.09
O -0.26 -2.22 3.84
N 2.72 0.32 1.29
N -0.09 0.76 1.94
N 2.54 -1.59 -0.66
C 3.78 -1.50 0.10
C -0.98 2.67 3.04
C -2.90 -0.16 -5.02
C -0.42 2.06 1.94
C -0.96 0.57 4.15
C 3.94 -0.08 0.58
C -1.68 0.26 -4.51
C -1.23 -0.20 -3.28
C 0.01 -1.45 2.95
C -3.69 -1.04 -4.30
C -2.04 -1.10 -2.57
C -1.25 1.93 4.18
C -1.83 2.60 5.44
C -0.38 0.02 3.03
C -3.26 -1.51 -3.07
H 4.84 0.01 1.21
H 3.71 -2.18 0.96
H -0.21 2.60 1.02
H -1.19 -0.05 5.01
H 2.65 -0.16 2.19
H 2.69 1.31 1.48
H 2.25 -2.55 -0.82
H -3.23 0.20 -5.98
H -3.84 -2.22 -2.50
H 4.66 -1.80 -0.49
H 4.06 0.59 -0.27
H 0.48 2.71 -2.81
H -1.20 3.73 3.06
H -4.65 -1.36 -4.69
H 2.60 -1.17 -1.59
H -1.07 0.96 -5.07
```

## Properties
HOMO-LUMO gap: 7.37 eV
Total charge: -1
E_HOMO: -0.196 Ha
Spin multiplicity: 1
Energy above the lowest of the compared OMol25 structures with the same formula, charge and spin: 0.000 eV

Results of the Mulliken charge analysis, in e, for atoms 1 through 5:
1. As 1.11
2. Sc 0.53
3. S 1.76
4. O -0.51
5. O -0.69

Here is a molecular structure, C6H13ErMgO5 at a distorted geometry from the Open Molecules 2025 dataset. Energies are from wB97M-V/def2-TZVPD.

Geometry as XYZ:
```
26
C6H13ErMgO5 (wB97M-V/def2-TZVPD)
Er -0.82 1.45 -0.91
Mg 2.38 2.22 -0.44
O 3.45 0.44 -0.36
O 2.13 -0.83 1.09
O -2.87 0.74 -0.18
O -0.64 -0.63 -0.70
O 1.06 1.14 0.82
C -1.82 -1.37 -0.65
C 1.06 -0.08 1.12
C 3.41 -0.24 0.86
C -3.85 1.52 0.49
C -2.87 -0.65 0.21
C 3.51 -0.39 -1.54
H 3.66 0.28 -2.39
H 4.35 -1.08 -1.45
H -3.71 1.45 1.58
H -2.61 -0.70 1.28
H 3.63 0.46 1.67
H 4.11 -1.08 0.86
H 0.24 -0.50 1.71
H -3.87 -1.07 0.06
H -1.67 -2.37 -0.21
H -3.73 2.56 0.16
H -2.24 -1.52 -1.66
H -4.86 1.16 0.22
H 2.55 -0.93 -1.65
```

## Properties
HOMO-LUMO gap (spin up / spin down): 6.99 / 7.77 eV
Total charge: +3
E_HOMO (spin up / spin down): -0.697 / -0.771 Ha
Spin multiplicity: 5
Energy above the lowest of the compared OMol25 structures with the same formula, charge and spin: 0.427 eV

Results of the Mulliken charge analysis, in e, for atoms 1 through 5:
1. Er 1.51
2. Mg 0.74
3. O -0.22
4. O -0.16
5. O -0.18

Here is a molecular structure, C3H8NO at a distorted geometry from the Open Molecules 2025 dataset. Energies are from wB97M-V/def2-TZVPD.

Geometry as XYZ:
```
13
C3H8NO (wB97M-V/def2-TZVPD)
O 1.61 -0.24 -1.02
N -0.45 0.38 0.25
C 2.56 -0.66 -0.14
C -1.78 0.46 0.53
C -2.81 0.29 -0.36
H -2.57 -0.15 -1.33
H 0.00 1.14 0.76
H 0.61 -0.02 -0.51
H 3.57 -0.31 -0.43
H -3.85 0.35 -0.07
H -2.04 0.81 1.54
H 2.46 -0.29 0.91
H 2.69 -1.77 -0.13
```

## Properties
HOMO-LUMO gap: 6.99 eV
Total charge: -1
E_HOMO: -0.094 Ha
Spin multiplicity: 1
Energy above the lowest of the compared OMol25 structures with the same formula, charge and spin: 0.802 eV

Results of the Mulliken charge analysis, in e, for atoms 1 through 5:
1. O -0.70
2. N -0.60
3. C -0.58
4. C -0.16
5. C -0.89

Here is 5 unconnected molecules or ions with the total composition C25H51O13P at a distorted geometry from the Open Molecules 2025 dataset. Energies are from wB97M-V/def2-TZVPD.

Geometry as XYZ:
```
90
C25H51O13P (wB97M-V/def2-TZVPD)
P -0.07 -0.76 0.67
O 2.98 5.39 -1.02
O 3.03 -3.15 -0.16
O -1.34 -6.33 -5.33
O 0.60 4.09 1.43
O -1.44 -8.20 -6.47
O -0.70 -1.52 -4.09
O 2.77 4.72 5.62
O -2.01 -0.74 -2.40
O 3.36 5.05 7.71
O -3.53 -0.93 1.11
O -5.58 -1.32 1.78
O -0.01 1.86 1.26
O 3.34 -3.56 1.97
C -4.59 -0.48 1.42
C -2.73 1.45 -4.06
C -4.88 1.01 1.33
C 0.27 0.99 0.17
C 1.71 4.90 -0.62
C -0.60 -5.23 -4.79
C 1.91 4.97 4.50
C -0.13 -1.53 -1.02
C 4.13 -4.03 3.06
C 3.81 -3.43 0.71
C 4.95 -2.92 3.69
C -0.59 -4.03 -5.71
C 5.29 -3.58 0.45
C 1.81 4.13 0.69
C -1.34 0.80 -4.08
C 1.86 6.67 6.84
C -1.55 -1.78 -1.51
C -6.83 -0.88 2.30
C -0.32 3.18 0.90
C 2.70 5.41 6.77
C 0.57 -6.96 -6.76
C 2.46 6.08 3.63
C -7.82 -0.53 1.21
C -0.80 -7.23 -6.17
C -1.31 -0.61 -3.55
H 1.82 6.22 2.76
H -3.38 0.98 -4.79
H -5.67 1.35 1.98
H 0.44 -6.50 -7.74
H -7.46 0.30 0.60
H 1.89 4.04 3.94
H -2.63 2.50 -4.34
H 2.50 7.53 6.64
H 5.66 -2.50 2.99
H 2.52 7.03 4.17
H 1.02 6.69 6.14
H -0.95 0.79 -5.09
H 0.45 -0.91 -1.70
H -1.60 -3.72 -5.95
H -7.20 -1.72 2.88
H -0.08 -3.20 -5.24
H 5.73 -2.58 0.45
H -0.40 3.28 -0.18
H 1.02 5.73 -0.54
H 1.33 4.25 -1.40
H -1.62 -2.76 -1.98
H 2.56 4.61 1.31
H 2.11 3.10 0.48
H 4.75 -4.87 2.74
H 1.21 -6.33 -6.15
H 0.40 -2.48 -0.96
H 5.50 -3.30 4.56
H -0.68 1.39 -3.44
H -0.39 1.17 -0.68
H -6.69 -0.06 3.01
H -5.13 1.25 0.30
H 3.56 4.65 -1.17
H 0.89 5.16 4.83
H 1.07 -7.92 -6.89
H 5.41 -4.02 -0.54
H -8.78 -0.26 1.64
H -7.96 -1.39 0.55
H 3.42 -4.43 3.78
H -0.09 -4.26 -6.65
H -3.18 1.41 -3.07
H 1.31 1.09 -0.12
H 1.15 -1.27 1.17
H 0.40 -5.54 -4.50
H 3.47 5.84 3.30
H -1.29 3.42 1.33
H 1.45 6.75 7.84
H -2.24 -1.75 -0.67
H -1.13 -4.97 -3.87
H 5.81 -4.20 1.16
H -3.97 1.53 1.61
H 4.29 -2.12 4.02
```

## Properties
HOMO-LUMO gap: 8.68 eV
Total charge: 0
E_HOMO: -0.306 Ha
Spin multiplicity: 1

Results of the Mulliken charge analysis, in e, for atoms 1 through 5:
1. P 0.09
2. O -0.56
3. O -0.53
4. O -0.37
5. O -0.33